100
Properties=species:S:1:pos:R:3 method="wB97M-V/def2-TZVPD" orbital_gap_ev=4.8 total_charge=+1 spin_multiplicity=1 fmax_ev_per_a=9.67 de_lowest_kj_mol=3444.07
C 11.777 -1.933 -0.005
C 10.391 -1.209 -0.567
C 9.066 -2.176 -0.502
C 7.645 -1.325 -0.518
C 7.074 -1.101 -2.052
C 5.715 -0.175 -2.133
C 4.515 -0.882 -3.051
C 3.756 0.249 -4.020
C 2.854 1.257 -3.083
O 1.469 1.451 -3.547
C 0.776 2.498 -2.735
O 0.047 3.466 -3.358
C 0.885 2.549 -1.076
C 2.220 3.293 -0.433
C 2.352 3.321 1.217
C 3.722 4.054 1.824
Cl 5.333 3.592 0.953
C 3.736 4.985 2.989
C 2.372 5.382 3.808
Cl 5.384 5.661 3.528
N 1.291 2.700 2.135
C 0.037 1.977 1.602
C -0.978 1.371 2.738
C -0.188 0.773 4.084
C -0.787 -0.734 4.382
C -2.149 -0.759 5.294
C -3.474 -0.103 4.586
N -3.947 -0.807 3.332
C -0.226 1.893 -0.047
C -1.565 1.123 -0.669
C -2.472 2.067 -1.655
C -4.087 2.015 -1.381
S -4.760 0.338 -0.890
C -6.623 0.217 -1.184
S -7.738 1.491 -0.856
N -7.132 -1.078 -1.777
C -8.149 -1.773 -0.904
C -9.665 -2.012 -1.557
C -10.903 -2.723 -0.685
C -10.664 -3.270 0.878
C -9.157 -3.021 1.519
C -7.943 -2.280 0.640
C -6.019 -1.987 -2.241
C -5.518 -1.807 -3.820
C -4.266 -2.729 -4.399
C -3.462 -3.837 -3.487
C -3.956 -4.033 -1.935
C -5.215 -3.101 -1.349
H 12.158 -2.798 -0.702
H 11.671 -2.341 1.089
H 12.607 -1.079 0.007
H 10.615 -0.925 -1.689
H 10.222 -0.268 0.125
H 9.133 -2.787 0.495
H 9.140 -2.938 -1.399
H 6.860 -1.960 0.073
H 7.816 -0.318 0.062
H 7.905 -0.518 -2.680
H 6.877 -2.155 -2.526
H 5.979 0.921 -2.510
H 5.354 -0.026 -1.005
H 4.892 -1.817 -3.656
H 3.720 -1.287 -2.270
H 3.116 -0.263 -4.872
H 4.634 0.851 -4.539
H 2.813 0.762 -2.009
H 3.473 2.254 -2.969
H 3.067 3.776 -1.106
H 1.492 5.433 3.039
H 2.114 4.483 4.546
H 2.462 6.390 4.438
H 1.489 2.809 3.174
H -1.671 0.500 2.376
H -1.662 2.251 3.098
H -0.480 1.461 4.994
H 0.968 0.720 3.877
H 0.024 -1.361 4.957
H -1.010 -1.322 3.374
H -2.453 -1.861 5.638
H -1.921 -0.127 6.266
H -4.386 -0.149 5.353
H -3.261 1.032 4.399
H -3.165 -1.210 2.770
H -4.548 -0.168 2.731
H -2.129 0.675 0.253
H -1.117 0.258 -1.359
H -2.311 1.736 -2.783
H -2.094 3.194 -1.589
H -4.608 2.293 -2.418
H -4.424 2.877 -0.633
H -9.933 -1.647 -2.661
H -11.961 -2.820 -1.229
H -11.556 -3.792 1.431
H -8.964 -3.399 2.628
H -6.903 -2.148 1.177
H -6.060 -0.986 -4.495
H -3.925 -2.540 -5.509
H -2.557 -4.463 -3.890
H -3.394 -4.799 -1.239
H -5.484 -3.273 -0.224

---

36
Properties=species:S:1:pos:R:3 method="wB97M-V/def2-TZVPD" orbital_gap_ev=9.8 total_charge=0 spin_multiplicity=1 fmax_ev_per_a=4.32 de_lowest_kj_mol=269.01 smiles="CC(C)C[C@H](NC(=O)[C@@H]1CCCN1)C(=O)O"
C -4.203 -1.418 0.004
C -3.222 -0.299 0.073
C -2.558 -0.353 1.526
C -1.964 -0.426 -0.765
C -1.244 0.800 -1.258
N 0.170 0.415 -1.484
C 0.805 -0.603 -0.841
O 0.305 -1.453 -0.153
C 2.429 -0.451 -0.918
C 3.290 -1.300 0.144
C 4.053 -0.239 0.930
C 3.259 1.049 0.751
N 2.940 0.955 -0.766
C -1.291 1.909 -0.174
O -2.244 2.600 0.086
O -0.061 2.232 0.320
H -3.745 -2.392 -0.197
H -4.884 -1.414 -0.804
H -4.855 -1.402 0.897
H -3.746 0.646 -0.156
H -1.621 0.331 1.775
H -3.270 -0.197 2.309
H -2.223 -1.362 1.572
H -2.105 -0.880 -1.764
H -1.193 -0.891 -0.273
H -1.727 1.280 -2.167
H 0.865 1.099 -1.710
H 2.689 -0.808 -1.883
H 3.966 -2.046 -0.323
H 2.625 -1.774 0.929
H 4.024 -0.493 1.990
H 5.105 -0.075 0.627
H 3.751 2.003 0.904
H 2.277 0.910 1.197
H 3.843 1.061 -1.194
H -0.240 2.982 0.799

---

87
Properties=species:S:1:pos:R:3 method="wB97M-V/def2-TZVPD" orbital_gap_ev=1.4 total_charge=-1 spin_multiplicity=1 fmax_ev_per_a=9.39
Mg 3.329 10.532 9.081
Mg -0.735 13.400 15.973
N 1.977 12.985 18.832
S 3.564 13.478 19.299
O 4.647 12.492 19.364
O 3.585 14.531 20.290
F 3.822 14.379 17.984
S 1.832 12.127 20.059
O 1.531 12.664 21.372
O 2.524 10.838 20.091
F 0.337 11.798 19.495
N 3.173 14.414 9.920
S 1.977 15.500 10.628
O 1.870 16.901 10.077
O 1.769 15.299 12.081
F 0.644 14.840 10.031
S 4.133 15.680 9.658
O 4.594 16.379 10.860
O 4.083 16.421 8.417
F 5.401 14.787 9.372
N -0.132 18.947 19.089
S -1.784 18.512 18.686
O -1.722 17.409 17.701
O -2.888 19.468 18.739
F -1.837 17.729 20.060
S -0.233 20.056 17.937
O -0.738 21.355 18.396
O -0.435 19.628 16.551
F 1.352 20.306 17.936
N -2.245 10.646 13.724
S -1.371 9.302 13.175
O -0.437 9.500 12.054
O -1.975 8.005 13.363
F -0.362 9.255 14.401
S -3.632 10.142 13.119
O -4.375 9.142 13.870
O -3.782 10.229 11.659
F -4.499 11.508 13.471
N 4.733 7.479 7.163
S 6.010 7.033 6.376
O 5.998 6.949 4.893
O 6.957 6.238 7.098
F 6.695 8.500 6.522
S 3.948 6.007 6.689
O 4.469 4.702 7.143
O 3.382 6.071 5.347
F 2.604 6.089 7.557
Cl 5.429 5.814 13.598
C 6.988 6.546 14.045
C 6.838 8.001 14.625
Cl 6.314 9.105 13.342
H 7.694 6.638 13.220
H 7.525 5.919 14.757
H 7.835 8.307 14.942
H 6.118 8.067 15.441
Cl 12.784 21.054 7.238
C 12.205 20.579 8.855
C 10.977 19.588 8.772
Cl 11.539 17.963 8.393
H 11.922 21.483 9.394
H 12.997 20.149 9.467
H 10.271 19.888 7.998
H 10.531 19.545 9.766
Cl -5.248 17.958 11.297
C -5.850 17.548 9.721
C -7.354 17.498 9.742
Cl -8.063 16.830 8.202
H -5.468 16.558 9.472
H -5.472 18.193 8.928
H -7.737 18.499 9.938
H -7.684 16.828 10.535
Cl -5.646 11.440 4.151
C -4.121 11.731 4.979
C -3.309 10.401 5.035
Cl -1.845 10.702 5.946
H -4.352 12.130 5.966
H -3.578 12.446 4.361
H -3.159 9.962 4.049
H -3.833 9.714 5.698
Cl 1.872 24.614 8.214
C 0.662 24.009 9.348
C -0.499 24.853 9.376
Cl -1.536 24.234 10.666
H 1.188 23.998 10.302
H 0.448 22.984 9.046
H -0.955 24.693 8.399
H -0.365 25.923 9.535